<A>
# C3H8N2S

A structure of composition C3H8N2S (ωB97M-V/def2-TZVPD, the Open Molecules 2025 dataset).

```
! wB97M-V def2-TZVPD RIJCOSX def2/J DEFGRID3
* xyz 0 1
C -0.34 -0.34 2.07
C -2.46 0.52 0.67
C -0.33 -0.15 -0.11
H 0.38 -1.27 1.97
H -1.00 -0.65 2.96
H -0.03 0.51 2.46
H -2.76 0.05 -0.45
H -2.34 1.88 0.41
H -3.18 0.40 1.69
H -0.61 0.82 -1.08
H 2.56 1.12 -1.35
N -1.18 -0.27 0.85
N 0.96 -0.42 -0.06
S 1.70 0.11 -1.75
*
```

---

<B>
# C3H8N2S

A structure of composition C3H8N2S (ωB97M-V/def2-TZVPD, the Open Molecules 2025 dataset).

```
! wB97M-V def2-TZVPD RIJCOSX def2/J DEFGRID3
* xyz 0 1
C 0.22 1.36 -0.05
C 0.10 -0.19 0.28
C -1.29 -0.51 0.84
H 1.32 1.71 -0.05
H -0.34 2.05 0.58
H 0.12 1.12 -1.19
H -1.56 -1.58 1.29
H -1.58 0.42 1.55
H -2.01 -0.75 -1.55
H 2.35 0.40 -0.40
H 2.45 -1.61 -0.86
N 0.85 -1.13 0.17
N 2.04 -0.84 -0.28
S -2.67 -0.44 -0.33
*
```

---

The structure with the least stability is <A>.

---

<A>
# C3H8N2S

A cluster of 2 separate species, C3H8N2S in total (ωB97M-V/def2-TZVPD, the Open Molecules 2025 dataset).

```
! wB97M-V def2-TZVPD RIJCOSX def2/J DEFGRID3
* xyz 0 1
C 1.85 0.28 -0.37
C -1.16 -1.83 0.07
C 0.81 0.67 0.70
N -1.68 2.66 -0.62
N -1.17 3.08 0.28
S -0.75 -0.08 0.75
H 2.31 -0.65 -0.22
H 2.56 1.04 -0.60
H 1.22 0.08 -1.33
H -1.97 -2.09 0.72
H -0.50 -2.65 0.18
H -1.51 -1.60 -0.90
H 1.15 0.67 1.76
H -1.17 0.43 -0.41
*
```

---

<B>
# C3H8N2S

An isolated molecule of C3H8N2S (ωB97M-V/def2-TZVPD, the Open Molecules 2025 dataset).

```
! wB97M-V def2-TZVPD RIJCOSX def2/J DEFGRID3
* xyz 0 1
C 3.25 -0.97 0.16
N 2.00 -0.82 -0.11
S 0.94 0.39 -0.08
N -0.78 -0.73 -0.74
C -1.58 -0.54 0.41
C -0.25 -2.09 -0.91
H 3.76 -1.99 -0.04
H 3.92 -0.19 0.67
H -1.62 -1.28 1.18
H -1.39 0.51 0.85
H -2.73 -0.48 0.19
H -0.26 -2.28 -1.99
H 0.73 -2.23 -0.54
H -0.89 -2.84 -0.51
*
```

Properties
* SMILES: C=NSN(C)C

---

The structure with the least stability is <B>.

---

<A>
# C5H11NO

An isolated molecule of C5H11NO (ωB97M-V/def2-TZVPD, the Open Molecules 2025 dataset).

```
! wB97M-V def2-TZVPD RIJCOSX def2/J DEFGRID3
* xyz 0 1
C 1.47 -2.35 -0.07
C 0.60 -1.66 -0.80
C -0.85 -1.30 -0.47
C -1.01 0.19 -0.56
N -0.31 0.91 0.51
C 0.24 2.25 0.49
O -0.13 3.10 1.58
H 2.49 -2.35 -0.46
H 1.15 -2.76 0.88
H 0.89 -1.36 -1.82
H -1.51 -1.78 -1.19
H -0.97 -1.63 0.58
H -0.56 0.43 -1.54
H -2.05 0.55 -0.57
H 0.20 0.22 1.04
H -0.07 2.69 -0.44
H 1.29 2.07 0.72
H -0.86 2.80 2.11
*
```

Properties
* SMILES: C=CCCNCO

---

<B>
# C5H11NO

An isolated molecule of C5H11NO (ωB97M-V/def2-TZVPD, the Open Molecules 2025 dataset).

```
! wB97M-V def2-TZVPD RIJCOSX def2/J DEFGRID3
* xyz 0 1
C -1.95 -0.93 -0.33
C -1.55 0.33 0.42
N -0.08 0.45 0.57
C 0.40 0.37 1.81
C 0.61 0.60 -0.57
C 2.08 0.38 -0.66
O 2.39 -0.40 -1.81
H -3.04 -1.00 -0.39
H -1.57 -1.82 0.19
H -1.55 -0.93 -1.35
H -1.88 1.23 -0.11
H -1.98 0.36 1.42
H 1.44 0.57 2.00
H -0.27 0.06 2.60
H 0.04 0.82 -1.46
H 2.66 1.30 -0.78
H 2.43 -0.11 0.26
H 1.82 -1.18 -1.77
*
```

---

The structure with the least stability is <B>.

---

<A>
# C5H11NO

A cluster of 2 separate species, C5H11NO in total (ωB97M-V/def2-TZVPD, the Open Molecules 2025 dataset).

```
! wB97M-V def2-TZVPD RIJCOSX def2/J DEFGRID3
* xyz 0 1
C 1.73 -1.00 2.48
C 1.32 -0.59 1.29
C -0.05 -0.13 0.93
C -1.14 -0.61 1.54
N -0.02 0.77 -0.15
C -1.27 1.40 -0.54
H 1.01 -1.04 3.30
H 2.71 -1.39 2.68
H 1.99 -0.47 0.45
H -2.16 -0.27 1.47
H -0.94 -1.41 2.24
H 0.73 1.44 -0.06
H -1.60 2.24 0.09
H -1.14 1.78 -1.55
H -2.08 0.69 -0.42
O -0.06 -0.68 -4.64
H 0.49 -0.64 -3.87
H 0.46 -0.11 -5.24
*
```

Properties
* SMILES: C=CC(=C)NC.O

---

<B>
# C5H11NO

An isolated molecule of C5H11NO (ωB97M-V/def2-TZVPD, the Open Molecules 2025 dataset).

```
! wB97M-V def2-TZVPD RIJCOSX def2/J DEFGRID3
* xyz 0 1
C 1.39 -0.55 0.92
C -0.10 -0.28 0.71
C -0.55 1.00 1.40
N -0.43 -0.27 -0.72
C -0.09 0.88 -1.53
C -0.86 -1.42 -1.29
O -1.05 -2.48 -0.71
H 2.01 0.25 0.50
H 1.61 -0.62 1.99
H 1.67 -1.50 0.45
H -0.67 -1.12 1.12
H -1.60 1.23 1.17
H -0.47 0.88 2.49
H 0.06 1.86 1.12
H -0.55 1.79 -1.15
H 1.00 1.03 -1.59
H -0.45 0.72 -2.55
H -1.05 -1.31 -2.38
*
```

Properties
* SMILES: CC(C)N(C)C=O

---

<C>
# C5H11NO

An isolated molecule of C5H11NO (ωB97M-V/def2-TZVPD, the Open Molecules 2025 dataset).

```
! wB97M-V def2-TZVPD RIJCOSX def2/J DEFGRID3
* xyz 0 1
O -0.54 -2.42 1.20
C -1.05 -1.56 0.18
C -0.64 -0.08 0.45
C 0.89 -0.06 0.59
C 1.34 1.26 -0.05
C 0.33 1.38 -1.21
N -0.94 0.78 -0.72
H -0.72 -3.32 0.96
H -0.52 -1.78 -0.75
H -2.13 -1.55 0.31
H -1.24 0.24 1.30
H 1.33 -0.30 1.55
H 1.29 -0.80 -0.11
H 2.38 1.27 -0.37
H 1.20 2.18 0.52
H 0.53 0.90 -2.17
H 0.14 2.44 -1.36
H -1.63 1.41 -0.33
*
```

Properties
* SMILES: OC[C@H]1CCCN1

---

<D>
# C5H11NO

An isolated molecule of C5H11NO (ωB97M-V/def2-TZVPD, the Open Molecules 2025 dataset).

```
! wB97M-V def2-TZVPD RIJCOSX def2/J DEFGRID3
* xyz 0 1
C 1.62 -0.17 -1.60
C 1.33 -0.76 -0.23
C 1.24 0.01 1.09
N 0.11 -0.32 0.31
C -1.29 -0.62 0.32
C -2.02 0.71 0.15
O -1.87 1.50 1.32
H 0.74 -0.37 -2.23
H 2.50 -0.60 -2.09
H 1.73 0.92 -1.54
H 1.64 -1.81 -0.10
H 1.53 1.07 1.12
H 1.44 -0.53 2.02
H -1.48 -1.28 -0.53
H -1.63 -1.13 1.24
H -1.58 1.22 -0.72
H -3.09 0.59 -0.01
H -0.92 1.56 1.49
*
```

Properties
* SMILES: C[C@H]1CN1CCO

---

The structure with the least stability is <D>.

---

<A>
# C6H12O

A cluster of 2 separate species, C6H12O in total (ωB97M-V/def2-TZVPD, the Open Molecules 2025 dataset).

```
! wB97M-V def2-TZVPD RIJCOSX def2/J DEFGRID3
* xyz 0 1
C -1.93 -0.60 1.36
C -0.68 -0.48 1.77
C 0.49 -0.13 0.93
C 1.75 -0.93 1.21
C 0.31 0.59 -0.18
C 1.40 0.89 -1.19
H -2.19 -0.37 0.34
H -2.77 -0.91 1.98
H -0.45 -0.80 2.79
H 2.37 -0.35 1.89
H 2.30 -1.06 0.29
H 1.49 -1.90 1.64
H -0.62 1.05 -0.47
H 2.05 0.03 -1.31
H 1.97 1.79 -0.96
H 0.94 1.06 -2.17
O -2.01 1.06 -2.59
H -2.53 0.53 -1.98
H -1.87 0.51 -3.37
*
```

Properties
* SMILES: C=C/C(C)=C/C.O

---

<B>
# C6H12O

An isolated molecule of C6H12O (ωB97M-V/def2-TZVPD, the Open Molecules 2025 dataset).

```
! wB97M-V def2-TZVPD RIJCOSX def2/J DEFGRID3
* xyz 0 1
C 1.97 0.50 -0.44
C 1.08 -0.24 0.56
C -0.37 -0.37 0.11
C -0.62 -1.38 -0.99
C -1.45 -0.22 1.15
C -1.24 0.86 0.14
O -0.75 2.06 0.64
H 1.67 1.55 -0.52
H 1.90 0.06 -1.45
H 3.02 0.47 -0.14
H 1.11 0.29 1.52
H 1.48 -1.25 0.74
H 0.01 -1.19 -1.87
H -0.40 -2.40 -0.64
H -1.66 -1.36 -1.32
H -1.14 0.02 2.17
H -2.34 -0.84 1.08
H -1.99 0.96 -0.65
H -0.26 2.50 -0.08
*
```

Properties
* SMILES: CC[C@@]1(C)C[C@H]1O

---

The structure with the least stability is <A>.

---

<A>
# C9H14O

A cluster of 2 separate species, C9H14O in total (ωB97M-V/def2-TZVPD, the Open Molecules 2025 dataset).

```
! wB97M-V def2-TZVPD RIJCOSX def2/J DEFGRID3
* xyz 0 1
C 1.10 -0.83 1.97
C 0.84 0.06 0.77
C 0.69 1.45 0.81
C 0.40 2.16 -0.36
C 0.39 1.46 -1.57
O -0.04 2.12 -2.72
C 0.60 0.09 -1.68
C 0.99 -0.52 -0.50
H 1.33 -1.81 1.53
H 0.30 -1.07 2.66
H 1.95 -0.43 2.54
H 0.81 1.96 1.76
H 0.33 3.23 -0.32
H -0.66 2.78 -2.45
H 0.63 -0.42 -2.63
H 1.54 -1.45 -0.56
C -1.63 -3.05 1.27
C -2.38 -1.71 1.24
H -0.55 -2.93 1.24
H -1.80 -3.76 2.09
H -1.86 -3.59 0.35
H -3.21 -1.66 1.93
H -2.64 -1.54 0.19
H -1.65 -0.89 1.26
*
```

Properties
* SMILES: Cc1ccc(O)cc1.CC

---

<B>
# C9H14O

A cluster of 2 separate species, C9H14O in total (ωB97M-V/def2-TZVPD, the Open Molecules 2025 dataset).

```
! wB97M-V def2-TZVPD RIJCOSX def2/J DEFGRID3
* xyz 0 1
C 1.78 -2.40 1.43
C 1.46 -1.10 0.73
C 1.01 -0.02 1.50
C 0.69 1.19 0.90
C 0.88 1.33 -0.47
O 0.53 2.50 -1.11
C 1.34 0.29 -1.25
C 1.63 -0.92 -0.63
H 2.09 -3.17 0.71
H 0.85 -2.75 1.88
H 2.56 -2.35 2.19
H 1.11 -0.14 2.57
H 0.27 2.01 1.47
H 0.47 3.24 -0.50
H 1.32 0.38 -2.33
H 1.97 -1.75 -1.24
C -2.76 0.12 -0.11
C -2.23 0.82 -1.35
H -3.14 0.80 0.65
H -3.56 -0.57 -0.38
H -2.00 -0.44 0.43
H -3.06 1.16 -1.98
H -1.64 0.13 -1.96
H -1.56 1.65 -1.15
*
```

Properties
* SMILES: Cc1ccc(O)cc1.CC

---

<C>
# C9H14O

A cluster of 2 separate species, C9H14O in total (ωB97M-V/def2-TZVPD, the Open Molecules 2025 dataset).

```
! wB97M-V def2-TZVPD RIJCOSX def2/J DEFGRID3
* xyz 0 1
C -1.03 -1.83 -1.97
C -1.04 -0.52 -1.26
C -0.99 0.68 -1.97
C -1.23 1.89 -1.32
C -1.50 1.92 0.04
O -1.67 3.17 0.57
C -1.51 0.75 0.77
C -1.16 -0.44 0.12
H -0.29 -1.75 -2.77
H -1.97 -2.13 -2.39
H -0.66 -2.70 -1.40
H -0.59 0.71 -2.97
H -1.35 2.82 -1.85
H -1.65 3.16 1.54
H -1.72 0.63 1.83
H -1.06 -1.35 0.70
C 2.10 -1.05 1.01
C 2.65 -0.14 2.09
H 1.91 -2.06 1.41
H 1.13 -0.70 0.66
H 2.76 -1.17 0.15
H 3.73 -0.36 2.18
H 2.43 -0.42 3.12
H 2.70 0.88 1.73
*
```

Properties
* SMILES: Cc1ccc(O)cc1.CC

---

The structure with the least stability is <A>.

---

<A>
# H17O9

A cluster of 9 separate species, H17O9 in total (ωB97M-V/def2-TZVPD, the Open Molecules 2025 dataset).

```
! wB97M-V def2-TZVPD RIJCOSX def2/J DEFGRID3
* xyz 0 2
O -2.06 2.30 0.94
H 1.27 1.72 -1.20
H -1.31 -2.04 -1.09
O -0.12 0.07 -2.86
H 2.28 -1.75 1.21
O -2.48 -0.56 0.74
H -1.68 -0.13 0.97
H -2.25 -0.98 -0.19
O 2.75 -1.61 0.17
H 0.28 -2.18 -0.30
H 0.74 -0.72 3.09
O -1.97 -2.95 -0.93
H -1.59 1.64 0.38
H 2.06 -1.75 -0.54
O 0.42 -1.64 -1.07
H 0.83 0.63 2.63
H 0.40 0.82 -3.23
O 0.55 1.25 -0.84
H 0.73 0.31 -0.94
H 0.37 -0.52 -2.36
O 1.05 3.39 0.85
H 2.01 3.30 1.22
H 0.84 2.42 0.73
O 1.23 -0.19 2.50
H -1.51 -3.48 -0.41
H -2.82 2.64 0.51
*
```

---

<B>
# H17O9

A cluster of 9 separate species, H17O9 in total (ωB97M-V/def2-TZVPD, the Open Molecules 2025 dataset).

```
! wB97M-V def2-TZVPD RIJCOSX def2/J DEFGRID3
* xyz 0 2
O 2.06 2.41 1.18
H -1.36 1.97 -0.41
H -0.38 -1.11 1.55
O -3.10 0.47 1.83
H -3.03 1.21 2.43
O 0.59 -0.10 -0.69
H 0.34 -1.02 -0.41
H -0.31 0.45 -0.60
O 3.62 -1.22 -1.66
H 1.48 -1.68 1.51
H 3.89 -0.73 -0.88
O -0.42 -1.87 0.95
H 1.39 2.62 0.52
H 2.70 -1.44 -1.52
O 2.38 -1.40 1.24
H -0.40 1.52 -1.84
H 1.95 -1.01 0.46
O -1.28 1.13 0.02
H -1.09 -2.43 1.36
H -2.64 0.71 1.01
O -3.10 -1.07 -0.93
H -2.90 -1.45 -0.07
H -2.68 -0.21 -0.95
O 0.06 1.80 -2.62
H 0.40 0.93 -2.88
H 1.82 1.51 1.40
*
```

---

The structure with the least stability is <A>.

---

<A>
# H42O21

A cluster of 21 separate species, H42O21 in total (ωB97M-V/def2-TZVPD, the Open Molecules 2025 dataset).

```
! wB97M-V def2-TZVPD RIJCOSX def2/J DEFGRID3
* xyz 0 1
O -1.75 -3.93 -1.00
H -1.59 -4.31 -0.15
H -2.35 -3.19 -1.03
O 0.71 1.30 -4.43
H -0.11 1.05 -3.94
H 1.11 1.66 -3.65
O -0.45 -1.62 -1.52
H 0.44 -1.97 -1.77
H -0.96 -2.44 -1.27
O 2.70 -1.56 -2.31
H 2.23 -1.08 -3.03
H 3.48 -1.96 -2.84
O -2.51 -2.40 3.47
H -3.00 -2.56 2.65
H -1.86 -1.74 3.12
O -4.25 -0.68 0.16
H -3.43 -0.39 -0.12
H -4.36 -0.71 1.12
O 0.11 -3.82 -3.56
H -0.28 -2.99 -3.34
H -0.20 -4.47 -2.96
O 2.34 1.46 3.46
H 2.65 0.60 3.07
H 1.39 1.28 3.47
O -0.72 -3.73 2.10
H 0.09 -3.29 1.95
H -0.59 -4.66 1.91
O -1.48 0.37 -0.16
H -1.24 -0.53 -0.45
H -0.85 0.74 0.43
O -3.28 3.07 0.09
H -3.59 3.90 -0.33
H -3.27 2.53 -0.72
O 1.73 3.32 -2.78
H 2.15 3.95 -2.19
H 2.51 2.94 -3.26
O 1.72 -2.50 0.68
H 1.29 -2.84 1.49
H 2.67 -2.25 0.81
O -1.15 3.35 1.32
H -1.39 4.33 1.12
H -1.61 3.10 0.55
O -2.65 1.67 -2.42
H -3.39 1.19 -2.79
H -2.24 1.28 -1.63
O 4.92 1.56 0.93
H 4.65 1.67 0.02
H 4.34 2.05 1.52
O -0.38 0.54 2.47
H -0.70 0.69 3.39
H -0.64 1.39 2.05
O 2.59 0.91 -0.80
H 1.81 0.23 -0.51
H 1.95 1.51 -1.14
O 4.26 -1.01 0.46
H 3.98 -1.24 -0.45
H 3.79 -0.20 0.59
O -4.03 0.66 2.90
H -3.98 0.04 3.64
H -3.52 0.41 2.17
O 2.08 3.47 1.39
H 1.37 2.81 1.27
H 2.71 3.02 0.78
*
```

---

<B>
# H42O21

A cluster of 21 separate species, H42O21 in total (ωB97M-V/def2-TZVPD, the Open Molecules 2025 dataset).

```
! wB97M-V def2-TZVPD RIJCOSX def2/J DEFGRID3
* xyz 0 1
O -1.67 -2.96 -5.60
H -1.86 -2.97 -4.67
H -2.48 -3.26 -6.02
O -3.95 0.81 -4.98
H -3.31 1.26 -4.43
H -4.13 1.42 -5.69
O 0.76 -0.76 -9.00
H 0.03 -0.43 -8.47
H 1.23 -1.35 -8.41
O -3.64 2.62 -10.98
H -3.83 1.69 -10.88
H -3.34 2.90 -10.12
O -9.31 -2.98 -8.43
H -9.72 -2.98 -9.29
H -8.38 -2.82 -8.61
O -4.44 0.12 -10.75
H -5.06 0.28 -10.04
H -5.00 -0.06 -11.51
O -4.56 -2.65 -10.72
H -3.92 -3.06 -10.15
H -4.27 -1.74 -10.81
O -6.33 0.34 -8.42
H -6.50 0.86 -7.63
H -6.48 -0.57 -8.15
O 0.45 -0.90 -5.76
H -0.39 -1.24 -5.46
H 0.77 -1.56 -6.37
O -1.75 0.45 -9.16
H -2.28 -0.08 -8.56
H -2.07 0.22 -10.03
O -8.43 1.21 -9.86
H -8.34 0.37 -10.31
H -7.57 1.38 -9.49
O -4.86 2.77 -7.00
H -4.29 3.46 -7.35
H -5.59 3.24 -6.61
O -6.67 -2.79 -8.92
H -6.88 -3.72 -9.02
H -6.27 -2.54 -9.75
O -4.05 -5.15 -7.29
H -3.79 -5.67 -6.53
H -4.80 -4.64 -6.98
O -3.34 -4.90 -3.96
H -2.62 -4.55 -3.43
H -4.08 -4.34 -3.76
O -0.97 3.10 -8.54
H -0.65 2.80 -7.69
H -0.92 2.33 -9.10
O -3.04 -3.68 -12.69
H -3.68 -3.27 -12.12
H -2.35 -3.98 -12.10
O -3.55 -0.95 -7.78
H -4.47 -0.85 -8.01
H -3.49 -0.65 -6.87
O 0.07 1.81 -6.32
H -0.22 2.28 -5.54
H 0.52 1.03 -5.99
O -6.00 -0.89 -4.30
H -5.32 -0.23 -4.46
H -5.59 -1.50 -3.68
O -7.36 1.41 -5.50
H -7.59 2.16 -4.95
H -7.08 0.74 -4.88
*
```

---

The structure with the least stability is <A>.